No. 1
This record from OMol25 describes one molecule with the formula C4H12N2O at a distorted geometry. The level of theory is wB97M-V/def2-TZVPD.

Geometry as XYZ:
```
19
Properties=species:S:1:pos:R:3
C -0.68315 -1.99417 -1.18227
C -1.22150 -0.94182 -0.15363
N -0.65290 -1.18295 1.16983
C -0.68947 0.43779 -0.70205
N -0.20133 1.31104 0.36876
C 1.15897 1.82169 0.18472
O 2.02651 0.73191 0.57572
H 0.42498 -1.94688 -1.03851
H -0.95393 -2.96747 -0.76171
H -0.93274 -1.97064 -2.24961
H -2.31889 -0.89635 -0.23461
H 0.22323 -0.72074 1.36151
H -0.52257 -2.18311 1.29019
H -1.55398 0.89635 -1.19438
H 0.04694 0.33905 -1.50735
H -0.84362 2.09526 0.41661
H 1.24211 2.12615 -0.85251
H 1.39325 2.60884 0.89134
H 2.37080 0.28726 -0.21042
```

Values from the calculation:
Max |F| ... 0.0548 hartree/bohr
Kohn-Sham gap ... 9.6 eV
SMILES ... C[C@@H](N)CNCO

Here are the natural (NBO) charges for atoms 1 to 4, given in e:
1 C -0.6305
2 C -0.0454
3 N -0.8433
4 C -0.2311

No. 2
This record from OMol25 describes C4H12N2O as an isolated structure. The level of theory is wB97M-V/def2-TZVPD.

Geometry as XYZ:
```
19
Properties=species:S:1:pos:R:3
C 1.09119 0.10273 0.82555
C 2.18418 0.48460 -0.14244
C -0.64436 -0.61181 -0.09396
N -0.37401 -1.19105 -1.29204
C -1.47004 -1.03377 0.89153
H -0.09593 -0.59750 -2.05793
H 0.03612 -2.11340 -1.28985
H 0.86553 0.84529 1.59174
H 1.20686 -0.87903 1.26995
H -2.24953 -1.73972 0.64181
H -1.31858 -0.76482 1.92478
H 2.01560 1.47794 -0.55795
H 2.24262 -0.23177 -0.96698
H 3.15622 0.47724 0.35873
N -0.96675 1.43744 -0.67214
O -1.90302 1.75875 0.32954
H -2.27815 0.89167 0.64259
H -1.52734 1.21496 -1.50385
H 0.02938 0.47224 0.10092
```

Values from the calculation:
Max |F| ... 0.0107 hartree/bohr
Kohn-Sham gap ... 8.1 eV

Here are the natural (NBO) charges for atoms 1 to 4, given in e:
1 C -0.4694
2 C -0.6407
3 C 0.2619
4 N -0.8235

No. 3
This record from OMol25 describes one molecule with the formula C4H12N2O at a distorted geometry. The level of theory is wB97M-V/def2-TZVPD.

Geometry as XYZ:
```
19
Properties=species:S:1:pos:R:3
C -0.39987 2.49934 0.87792
N -0.87145 1.40097 0.03277
C 0.14080 0.55146 -0.54720
C 0.21614 -0.82643 0.16239
N 1.43907 -0.90487 1.02179
C 0.05871 -2.01221 -0.76805
O -1.28641 -2.13999 -1.26296
H 0.48619 2.12608 1.38552
H -1.12968 2.66416 1.66505
H -0.15020 3.40564 0.32698
H -1.78346 1.56963 -0.34520
H -0.06690 0.40222 -1.61333
H 1.13873 0.97848 -0.50842
H -0.64883 -0.91413 0.82694
H 2.16084 -0.39200 0.52321
H 1.72798 -1.87846 0.92834
H 0.55563 -1.82038 -1.68940
H 0.34691 -2.97201 -0.34228
H -1.93419 -1.73747 -0.67406
```

Values from the calculation:
Max |F| ... 0.0323 hartree/bohr
Kohn-Sham gap ... 9.5 eV
SMILES ... CNC[C@H](N)CO

Here are the natural (NBO) charges for atoms 1 to 4, given in e:
1 C -0.4063
2 N -0.6674
3 C -0.2214
4 C -0.0905

No. 4
This record from OMol25 describes one molecule with the formula C4H12N2O at a distorted geometry. The level of theory is wB97M-V/def2-TZVPD.

Geometry as XYZ:
```
19
Properties=species:S:1:pos:R:3
N -1.38205 1.82993 -0.76767
C -1.26396 0.46734 -1.27487
C -0.52148 -0.42277 -0.30061
C 0.98159 -0.23577 0.14475
N 1.30993 1.22965 0.28260
C 1.22406 -1.16928 1.41966
O 1.21175 -2.49933 0.97769
H -2.16619 1.85885 -0.17239
H -1.66040 2.42086 -1.52861
H -2.21241 0.17279 -1.71608
H -0.57266 0.46401 -2.07697
H -1.01321 -0.44558 0.64920
H -0.43705 -1.35712 -0.76287
H 1.59797 -0.59383 -0.63416
H 1.01378 1.55973 -0.69491
H 0.61376 1.56768 0.89576
H 2.26961 -0.93289 1.82510
H 0.48026 -1.00045 2.21568
H 0.52671 -2.91383 1.51870
```

Values from the calculation:
Max |F| ... 0.0588 hartree/bohr
Kohn-Sham gap ... 9.6 eV
SMILES ... NCC[C@@H](N)CO

Here are the natural (NBO) charges for atoms 1 to 4, given in e:
1 N -0.8358
2 C -0.2293
3 C -0.4346
4 C -0.0470

No. 5
This record from OMol25 describes a 2-piece molecular cluster, C4H12N2O overall at a distorted geometry. The level of theory is wB97M-V/def2-TZVPD.

Geometry as XYZ:
```
19
Properties=species:S:1:pos:R:3
C -0.18066 -0.87600 -1.99493
C -0.55110 0.09625 -1.16993
N -0.51495 1.43222 -1.57797
C -1.06630 -0.17274 0.20633
C -0.57502 0.78641 1.27184
N 0.86772 0.54161 1.58642
H -0.08321 -0.66568 -3.05549
H 0.02574 -1.87709 -1.66368
H -1.33564 1.94667 -1.28703
H -0.04439 1.63450 -2.44187
H -2.14793 -0.15641 0.27991
H -0.80601 -1.21376 0.42938
H -0.58332 1.79269 0.83198
H -1.03049 0.89423 2.24358
H 1.48639 0.63341 0.79874
H 1.05356 0.93900 2.49270
O 2.11015 -2.20702 1.14135
H 1.56110 -2.15356 0.34487
H 1.81437 -1.37473 1.56380
```

Values from the calculation:
Max |F| ... 0.0588 hartree/bohr
Kohn-Sham gap ... 9.4 eV
SMILES ... C=C(N)CCN.O

Here are the natural (NBO) charges for atoms 1 to 4, given in e:
1 C -0.5080
2 C 0.1899
3 N -0.8372
4 C -0.4734

No. 6
This record from OMol25 describes a 2-piece molecular cluster, C4H12N2O overall at a distorted geometry. The level of theory is wB97M-V/def2-TZVPD.

Geometry as XYZ:
```
19
Properties=species:S:1:pos:R:3
C 0.42594 -1.57964 1.44966
C -0.37701 -0.54292 1.35625
N -1.60131 -0.41793 2.09996
C -0.15195 0.67627 0.43156
C -0.89589 0.42006 -0.87911
N 0.10788 -0.02254 -1.93145
H 0.18602 -2.39740 2.15178
H 1.17180 -1.67920 0.76230
H -1.32941 0.04769 2.93022
H -1.93425 -1.28532 2.48417
H -0.36403 1.60359 0.90070
H 0.91361 0.69756 0.12068
H -1.81162 -0.19966 -0.67514
H -1.21208 1.42649 -1.38073
H 0.28712 -0.96720 -1.84493
H -0.43353 0.12769 -2.83471
O 2.62195 1.40916 -1.74826
H 2.13963 0.85902 -2.36077
H 2.25711 1.82430 -1.03218
```

Values from the calculation:
Max |F| ... 0.0955 hartree/bohr
Kohn-Sham gap ... 10.2 eV
SMILES ... C=C(N)CCN.O

Here are the natural (NBO) charges for atoms 1 to 4, given in e:
1 C -0.4687
2 C 0.2001
3 N -0.8431
4 C -0.4720

Computed values of relative energy (zero: lowest compared OMol25 entry of this formula, charge and spin) (unit: eV) for the preceding records, in sequence: 1.977 7.647 2.131 2.351 1.744 2.594.
Computed values of LUMO (unit: eV) for the preceding records, in sequence: 0.882 0.699 1.071 0.891 0.834 0.941.
Computed values of HOMO (unit: eV) for the preceding records, in sequence: -8.6978 -7.4143 -8.4150 -8.7348 -8.5562 -9.2603.